ORCA calculation (ωB97M-V/def2-TZVPD) on 2 unconnected molecules or ions with the total composition C2H3IN2S.

```
! wB97M-V def2-TZVPD RIJCOSX def2/J DEFGRID3
* xyz 0 3
I 3.701 -0.650 0.423
S 2.042 -0.838 -1.291
N 1.737 3.144 -0.862
N 1.078 3.756 -1.529
C 0.300 0.500 0.494
C 0.719 0.205 -0.717
H -0.626 0.968 0.640
H 0.720 -0.027 1.368
H 0.203 0.791 -1.509
*
```

For the LUMO energy (alpha / beta), the calculation gives 0.030 / -0.105 Eh. For the energy above the lowest of the compared OMol25 structures with the same formula, charge and spin, the calculation gives 0.0 kcal per mole.

Mulliken population analysis, charges in e, atoms 1 to 6: I -0.067; S -0.146; N 0.130; N -0.114; C -0.449; C -0.141


ORCA calculation (ωB97M-V/def2-TZVPD) on 3 unconnected molecules or ions with the total composition C24H27BrF3O4P.

```
! wB97M-V def2-TZVPD RIJCOSX def2/J DEFGRID3
* xyz 0 1
Br -0.190 -1.237 1.841
P 0.842 -3.225 1.423
F -2.354 1.095 -2.645
F 5.681 3.364 0.097
F 2.927 1.036 3.795
O 0.207 -4.478 2.494
O -2.523 -0.023 -4.867
O -0.232 -2.843 -1.204
O -2.146 -1.371 -2.955
C 0.435 -3.850 -0.365
C 4.752 1.490 -0.994
C -4.979 -1.457 -2.301
C -1.720 -2.891 -1.010
C -1.937 -0.029 -3.512
C -2.243 -1.377 -1.491
C -3.748 0.788 -4.939
C -3.428 2.382 -5.333
C 4.714 2.440 0.021
C -6.620 -1.292 -2.041
C 3.687 2.446 0.959
C 3.864 2.154 5.647
C 4.015 1.418 4.477
C 2.677 1.487 0.878
C 2.712 0.525 -0.135
C -3.844 -1.234 -1.101
C -4.428 -0.851 0.384
C 3.749 0.525 -1.068
C 6.408 1.475 4.712
C 6.267 2.209 5.892
C -7.199 -0.890 -0.559
C 4.996 2.547 6.361
C 5.276 1.072 4.004
C -6.069 -0.687 0.641
H -4.491 2.904 -5.422
H 4.888 3.115 7.282
H 2.870 2.415 5.993
H -1.542 -0.623 -0.936
H -4.470 0.681 -4.022
H -2.870 2.463 -6.379
H 0.577 -4.338 3.431
H -1.900 -3.016 0.140
H -2.220 -3.753 -1.640
H 3.682 3.195 1.744
H 1.500 -4.048 -0.864
H -2.861 2.945 -4.466
H -8.354 -0.759 -0.423
H -6.442 -0.408 1.714
H 3.776 -0.227 -1.853
H 7.399 1.216 4.346
H 5.561 1.510 -1.716
H 1.926 -0.225 -0.195
H -0.096 -4.892 -0.321
H -7.390 -1.427 -2.938
H -3.666 -0.695 1.258
H 1.866 1.488 1.602
H 5.366 0.494 3.090
H -0.759 0.088 -3.670
H -4.359 0.376 -5.878
H -4.689 -1.715 -3.428
H 7.150 2.519 6.446
*
```

For the LUMO energy, the calculation gives 0.005 Eh. As for the SMILES: CCO[C@@H](F)O[C@H](COCP(O)Br)c1ccccc1.Fc1ccccc1.Fc1ccccc1.

Mulliken population analysis, charges in e, atoms 1 to 6: Br -0.170; P 0.362; F -0.317; F -0.322; F -0.218; O -0.550


ORCA calculation (ωB97M-V/def2-TZVPD) on a molecular structure, C4H5N3.

```
! wB97M-V def2-TZVPD RIJCOSX def2/J DEFGRID3
* xyz 0 1
N 2.631 -1.034 1.001
N 0.166 1.110 0.067
N -1.761 -0.164 0.200
C -1.279 -1.231 -0.359
C -1.191 0.991 0.282
C 1.892 -0.535 0.260
C 0.856 0.039 -0.572
H -1.738 1.874 0.594
H -0.107 -0.861 -0.873
H 1.155 0.234 -1.604
H 0.680 1.696 0.712
H -1.305 -2.118 0.290
*
```

For the LUMO energy, the calculation gives -0.006 Eh. For the energy above the lowest of the compared OMol25 structures with the same formula, charge and spin, the calculation gives 104.6 kcal per mole.

Mulliken population analysis, charges in e, atoms 1 to 6: N -0.440; N -0.233; N -0.245; C -0.417; C -0.140; C 0.396


ORCA calculation (ωB97M-V/def2-TZVPD) on a gas-phase ion, C3H3N2O2S (charge -1).

```
! wB97M-V def2-TZVPD RIJCOSX def2/J DEFGRID3
* xyz -1 1
S -0.639 -1.618 -0.287
O 0.863 1.964 -0.148
O -2.985 -0.404 0.271
N 1.934 -0.732 0.011
N -1.146 0.900 0.004
C -1.752 -0.297 0.044
C 0.194 0.987 -0.227
C 0.833 -0.620 -0.826
H -1.706 1.817 0.339
H 1.870 -0.561 1.048
H 2.532 -1.434 -0.230
*
```

For the LUMO energy, the calculation gives 0.137 Eh. For the energy above the lowest of the compared OMol25 structures with the same formula, charge and spin, the calculation gives 44.6 kcal per mole. As for the SMILES: Nc1sc(=O)[nH]c1[O-].

Mulliken population analysis, charges in e, atoms 1 to 6: S -0.157; O -0.568; O -0.652; N -0.303; N -0.041; C 0.286